Entry from OMol25: a cluster of 13 separate species, C51H78F5N5O8S3 in total (wB97M-V/def2-TZVPD).

```
150
Properties=species:S:1:pos:R:3:forces:R:3
C -4.12170 -1.45323 -4.36994 0.35 0.95 1.47
S -2.53576 -0.86120 -4.77512 0.44 1.76 0.35
O -1.58859 -1.91562 -5.17342 0.23 -1.25 -0.12
C -2.91872 -0.01211 -6.29329 -0.79 0.13 0.09
H -4.70568 -0.57254 -4.17436 -0.25 0.56 0.28
H -4.04985 -2.00585 -3.46156 0.10 -0.44 0.75
H -4.62834 -1.99608 -5.06486 -1.11 -1.75 -2.31
H -2.06413 0.60956 -6.45349 0.54 0.39 -0.41
H -3.80747 0.62441 -6.20646 0.19 -0.15 0.12
H -3.05055 -0.73248 -7.09511 0.07 -0.13 -0.05
C 3.78052 1.62435 2.30802 1.49 1.72 -0.52
S 5.39888 1.01238 2.65211 -0.63 -1.21 2.40
O 6.11652 1.06158 1.39262 1.08 -0.13 -2.38
C 6.01483 2.40879 3.53740 0.17 0.63 0.04
H 3.24558 1.88956 3.17180 -0.79 0.05 1.32
H 3.30610 0.90002 1.72254 -0.91 -1.03 -0.87
H 3.99529 2.55129 1.75326 -0.39 -0.28 -0.20
H 7.07848 2.25382 3.68064 0.15 -0.14 -0.01
H 5.54821 2.54303 4.50800 -0.26 0.06 0.03
H 5.88407 3.25926 2.86417 -0.04 0.18 0.25
C 4.23218 -0.69052 -0.84077 3.29 -1.06 1.92
S 4.68803 -2.02322 0.40026 -0.31 0.95 -1.47
O 3.78253 -1.81049 1.56446 -0.55 0.10 0.65
C 3.94429 -3.32851 -0.54812 2.05 -1.00 -1.02
H 4.87275 -0.90328 -1.69978 -0.36 0.29 -0.13
H 4.60024 0.15656 -0.26834 -0.22 0.54 -0.50
H 3.20985 -0.74977 -0.98157 -1.95 0.11 -0.43
H 4.70171 -3.57700 -1.40751 -1.64 0.38 1.42
H 2.95529 -3.07907 -0.89292 -0.22 0.12 -0.18
H 3.91107 -4.15822 0.15072 -0.08 -0.38 -0.14
F 1.75518 4.03513 3.41769 -0.37 -0.24 0.33
C 1.87791 4.52622 2.16640 -0.18 -0.79 0.42
C 1.21713 3.90831 1.13036 -0.07 -0.07 -0.56
C 1.48831 4.38585 -0.16298 0.42 -0.47 1.01
C 2.42907 5.37448 -0.33085 0.62 1.54 0.35
C 3.02543 6.04383 0.77303 -0.92 -1.01 -0.39
C 2.73570 5.58351 2.04449 0.23 0.88 -0.56
H 0.54754 3.05572 1.29179 0.27 0.43 0.07
H 1.05385 3.90405 -1.01367 -0.26 -0.19 -0.32
H 2.66875 5.72671 -1.32311 0.00 -0.05 -0.15
H 3.65460 6.91147 0.69065 0.23 0.06 -0.43
H 3.11565 6.08899 2.92075 0.11 -0.20 0.11
F 1.47594 3.11013 5.96547 0.18 -0.08 0.40
C 1.93816 1.84117 5.86788 0.49 0.34 0.42
C 3.10194 1.47440 6.57315 -0.28 0.43 -0.86
C 3.61960 0.19220 6.37411 -0.27 0.96 0.87
C 2.96499 -0.69215 5.54079 0.05 0.62 0.12
C 1.80039 -0.30032 4.93916 -1.38 0.20 -1.37
C 1.23090 0.98604 5.06197 0.02 -0.92 0.37
H 3.62742 2.24432 7.14925 -0.31 -0.45 -0.06
H 4.47677 -0.08804 6.96523 0.29 -0.15 -0.22
H 3.35857 -1.64865 5.31024 0.31 -0.72 0.06
H 1.34138 -1.01551 4.25314 -0.10 0.16 0.22
H 0.24589 1.30016 4.65718 1.01 -0.35 0.02
F 0.28539 1.33962 -4.67899 0.18 -0.53 -0.21
C 0.41687 2.66159 -4.86010 -0.02 0.52 -0.41
C 1.06338 3.15835 -5.99996 -0.31 -0.08 -0.10
C 1.09668 4.54449 -6.13793 -0.74 0.22 1.38
C 0.47775 5.37768 -5.15867 0.88 -1.50 -0.40
C -0.12854 4.84251 -4.02414 0.50 -0.99 -1.32
C -0.16834 3.45678 -3.89168 0.16 -0.11 -0.04
H 1.46637 2.50430 -6.79823 -0.22 0.33 0.86
H 1.61845 4.99261 -6.96683 -0.03 0.07 -0.17
H 0.59945 6.41967 -5.26021 -0.12 1.10 -0.14
H -0.58271 5.44756 -3.28792 -0.32 0.69 0.65
H -0.62061 2.93681 -3.05092 0.06 0.26 -0.06
F 0.36710 -8.37650 -4.81826 -0.48 0.92 0.92
C -0.17156 -7.38719 -4.00109 -0.47 -0.22 -1.73
C -0.18862 -7.60532 -2.62982 0.50 0.45 -1.40
C -0.60669 -6.56548 -1.85376 -1.43 1.02 -0.29
C -1.19408 -5.42900 -2.50204 0.75 -1.30 3.75
C -1.30904 -5.31193 -3.82878 -0.14 1.22 -1.73
C -0.75140 -6.28194 -4.63834 1.00 -1.19 0.08
H 0.18441 -8.53885 -2.31504 0.41 -0.83 0.74
H -0.65859 -6.64477 -0.76555 0.21 0.08 -0.36
H -1.53689 -4.70856 -1.78184 -0.34 0.62 -0.25
H -1.74401 -4.40084 -4.26215 0.18 -0.48 0.08
H -0.67520 -6.16482 -5.71602 -0.15 -0.19 0.20
F -2.63176 6.27112 1.36714 -0.26 -1.11 0.27
C -2.44652 5.07532 2.03215 1.88 1.13 0.05
C -3.12203 3.93818 1.68061 -1.79 -1.17 -0.52
C -2.92698 2.73974 2.43240 -0.84 0.22 -1.63
C -2.02276 2.75991 3.44501 1.04 0.33 0.82
C -1.25924 3.89482 3.75466 0.81 0.97 -0.52
C -1.39250 5.07379 2.97568 -1.83 -2.12 1.02
H -3.90240 3.94098 0.86314 1.09 0.23 0.98
H -3.42549 1.75960 2.17407 0.45 1.50 0.22
H -1.85114 1.85705 3.98596 0.04 -0.52 0.43
H -0.45238 3.87370 4.53560 -1.08 -0.09 -0.81
H -0.85795 5.94097 3.27882 0.34 0.68 -0.28
C 0.28975 -0.28565 0.99037 0.62 -1.03 -1.29
C -0.31275 0.62400 -0.09911 -0.43 -0.60 1.82
O 0.37730 1.04464 -1.00904 -0.20 0.22 -0.14
N -1.65035 0.85007 0.05921 1.56 0.04 -1.00
C -2.35980 1.50096 -0.97330 0.09 0.57 -1.04
H 0.25430 -0.06930 2.05921 0.01 0.75 -0.28
H 1.30955 -0.49242 0.61254 -0.25 0.27 0.75
H -0.20443 -1.26143 0.91385 -0.20 0.03 -0.06
H -2.18216 0.33037 0.70479 -0.28 -0.65 1.22
H -2.64065 2.49297 -0.65832 -0.54 0.43 0.01
H -3.20103 0.92258 -1.34615 -0.27 -0.01 0.17
H -1.66102 1.62730 -1.79487 -0.06 0.00 -0.23
C -3.73498 -2.40905 1.17034 0.50 -2.01 0.49
C -3.06907 -1.68802 2.26164 -0.37 -1.31 1.60
O -2.87677 -0.48786 2.29330 0.23 0.80 -0.27
N -2.70213 -2.49085 3.30391 -0.07 0.72 -0.69
C -1.93077 -1.92222 4.37769 -0.33 -1.70 0.23
H -2.95715 -2.97571 0.66608 0.14 0.05 -0.50
H -4.23570 -1.76818 0.53149 -0.99 1.24 -1.38
H -4.41001 -3.19295 1.54012 -0.02 0.38 0.06
H -2.91183 -3.47135 3.30756 -0.06 -0.05 -0.17
H -1.15782 -2.64994 4.63196 0.09 0.30 0.32
H -2.57875 -1.71714 5.21504 0.04 0.18 0.53
H -1.52648 -1.03588 3.98982 0.78 1.28 -0.15
C -6.70951 2.01347 -1.31817 0.26 -1.09 0.37
C -6.37370 1.03585 -0.17069 0.09 -1.29 -0.61
O -6.13712 -0.15470 -0.41729 -0.01 1.15 0.05
N -6.48296 1.46867 1.11011 0.59 0.93 1.53
C -6.33089 0.59179 2.30507 -0.04 -0.72 -0.43
H -6.89041 2.99608 -0.95162 -0.17 0.88 0.23
H -7.63959 1.61325 -1.74608 0.32 0.21 -0.06
H -5.92671 2.05281 -2.09828 -0.35 -0.26 0.54
H -6.55551 2.47104 1.34731 -0.03 -1.00 -0.68
H -5.46639 0.76112 2.99528 -0.59 0.45 -0.91
H -6.24728 -0.45509 1.97880 0.07 0.47 -0.22
H -7.26358 0.62287 2.86477 0.04 0.25 0.21
C 1.06123 -1.26334 -6.58790 2.99 -0.24 -1.06
C 1.85523 -1.71269 -5.38797 1.19 -0.34 -0.52
O 3.05279 -1.98773 -5.46215 -0.32 0.35 0.01
N 1.15316 -1.86295 -4.26886 -1.02 0.17 1.43
C 1.73651 -2.06818 -2.96448 1.10 -0.74 -0.32
H 1.83233 -1.13168 -7.41235 -1.02 0.42 1.02
H 0.44307 -0.43098 -6.38989 -0.59 0.88 0.01
H 0.51766 -2.09600 -6.90909 -1.36 -1.19 -0.41
H 0.15263 -1.69950 -4.30402 0.19 -0.04 -0.20
H 1.42550 -3.01100 -2.48688 -0.17 0.24 -0.23
H 1.56960 -1.23965 -2.30293 -0.56 0.52 0.34
H 2.83013 -2.11922 -3.06744 -0.35 -0.12 -0.26
C 3.45096 -4.20295 4.05405 -0.29 -0.17 -0.68
C 2.13726 -4.66683 3.41477 0.44 -0.60 1.51
O 1.46535 -5.61693 3.83528 0.77 0.58 -0.16
N 1.72780 -3.91073 2.41877 -2.43 -0.02 -1.71
C 0.40151 -4.24687 1.81598 1.46 -0.28 -0.03
H 3.78336 -3.18818 3.75167 -0.43 -0.59 0.26
H 4.23954 -4.89200 3.78600 0.23 -0.28 -0.17
H 3.28783 -4.34082 5.10356 0.13 0.32 0.73
H 2.26636 -3.13954 2.08934 0.48 0.62 -0.24
H 0.21759 -3.67640 0.90343 0.35 -0.19 -0.03
H -0.38590 -4.01272 2.49881 -0.54 0.18 0.64
H 0.37978 -5.34058 1.66656 -0.08 0.57 -0.23
```
Positions in Å, forces in eV/Å.

Computed properties:
Calculated total energy (eV): -124074.3880
Energy above the lowest of the compared OMol25 structures with the same formula, charge and spin (kcal/mol): 4.7
E_HOMO (Eh): -0.314
E_LUMO (Ha): 0.0047
Net charge: 0
2S+1: 1